The following is a DFT calculation (the ωB97M-V functional and the def2-TZVPD basis) of a structure of composition C27H64ClFeO23P4 at a distorted geometry.

Each line ends with the Löwdin spin population.
Atoms and positions in Å:
Fe1 -2.030 -1.087 0.277  3.8001
Cl1 1.450 -1.923 1.150  0.0016
O1 1.328 -2.895 2.157  0.0004
O2 2.097 -0.751 1.690  0.0003
O3 2.292 -2.394 0.097  0.0048
O4 0.223 -1.718 0.461  0.0253
C1 4.018 -4.993 3.066  0.0000
C2 3.334 -6.318 3.342  0.0000
O5 4.446 -7.095 3.631  0.0000
C3 5.439 -6.356 4.034  0.0000
O6 6.444 -6.770 4.550  0.0000
O7 5.253 -5.003 3.745  0.0000
H1 3.403 -4.212 3.514  0.0000
H2 4.137 -4.802 2.000  0.0000
H3 2.871 -6.706 2.434  0.0000
H4 2.734 -6.171 4.240  0.0000
C4 0.829 -0.060 5.707  0.0000
C5 -0.095 -0.737 4.731  0.0000
O8 -1.402 -0.074 4.737  0.0014
P1 -2.583 -0.692 3.785  0.0063
O9 -2.192 -0.756 2.355  0.0382
O10 -3.806 0.293 3.975  0.0009
C6 -3.926 1.155 5.021  0.0001
C7 -4.730 0.440 6.139  0.0000
O11 -2.979 -2.032 4.587  0.0015
C8 -2.502 -3.360 4.137  0.0000
C9 -1.850 -4.125 5.315  0.0000
H5 0.487 -0.076 6.742  0.0000
H6 1.821 -0.478 5.875  0.0000
H7 1.041 1.002 5.577  0.0000
H8 0.279 -0.700 3.708  0.0000
H9 -0.101 -1.818 4.872  0.0000
H10 -3.017 1.553 5.473  0.0000
H11 -4.433 2.027 4.607  0.0000
H12 -4.318 -0.507 6.489  0.0000
H13 -4.981 1.152 6.925  0.0000
H14 -5.736 0.115 5.870  0.0000
H15 -3.355 -3.875 3.695  0.0000
H16 -1.961 -3.106 3.225  0.0001
H17 -2.663 -4.810 5.558  0.0000
H18 -0.993 -4.741 5.042  0.0000
H19 -1.737 -3.273 5.986  0.0000
C10 -1.909 -5.620 -3.540  0.0001
C11 -1.317 -4.463 -2.959  0.0001
O12 -2.319 -3.422 -3.073  0.0012
P2 -1.980 -1.813 -3.048  0.0109
O13 -1.959 -1.138 -1.705  0.0529
O14 -0.644 -1.667 -3.962  0.0019
C12 0.420 -0.984 -3.479  0.0002
C13 1.320 -2.073 -3.157  0.0000
O15 -3.104 -1.116 -4.046  0.0016
C14 -3.145 -1.534 -5.359  0.0003
C15 -4.517 -1.539 -5.908  0.0001
H20 -1.269 -6.495 -3.646  0.0000
H21 -2.738 -5.945 -2.911  0.0000
H22 -2.326 -5.515 -4.542  0.0000
H23 -0.969 -4.634 -1.940  0.0000
H24 -0.422 -4.191 -3.519  0.0000
H25 0.650 -0.257 -4.259  0.0000
H26 0.177 -0.494 -2.536  0.0000
H27 1.689 -2.712 -3.959  0.0000
H28 2.114 -1.425 -2.785  0.0000
H29 1.127 -2.615 -2.231  0.0000
H30 -2.489 -0.858 -5.908  0.0000
H31 -2.929 -2.603 -5.355  0.0000
H32 -4.314 -1.579 -6.978  0.0000
H33 -5.124 -2.366 -5.539  0.0000
H34 -5.036 -0.593 -5.758  0.0000
C16 1.028 2.488 2.974  0.0000
C17 0.913 2.458 1.524  0.0000
O16 -0.315 3.064 1.169  0.0018
P3 -1.441 2.346 0.180  0.0053
O17 -1.596 0.899 0.192  0.0391
O18 -2.851 3.153 0.386  0.0006
C18 -3.431 3.591 1.591  0.0000
C19 -4.332 4.854 1.359  0.0000
O19 -0.936 3.028 -1.229  0.0019
C20 -1.833 2.776 -2.210  0.0002
C21 -1.476 3.290 -3.648  0.0000
H35 0.632 3.432 3.349  0.0000
H36 0.348 1.705 3.309  0.0000
H37 2.007 2.332 3.427  0.0000
H38 1.769 2.950 1.063  0.0000
H39 0.850 1.438 1.145  0.0000
H40 -4.093 2.773 1.871  0.0000
H41 -2.684 3.880 2.331  0.0000
H42 -4.827 5.278 2.233  0.0000
H43 -3.763 5.653 0.884  0.0000
H44 -5.184 4.623 0.720  0.0000
H45 -1.759 1.702 -2.381  0.0001
H46 -2.853 3.086 -1.983  0.0000
H47 -0.471 2.938 -3.883  0.0000
H48 -2.142 2.891 -4.413  0.0000
H49 -1.475 4.374 -3.533  0.0000
C22 4.536 2.050 -5.879  0.0000
C23 5.190 2.866 -4.781  0.0000
O20 4.191 3.614 -4.149  0.0000
P4 3.001 2.934 -3.189  0.0000
O21 1.762 2.357 -3.839  0.0000
O22 3.840 1.911 -2.229  0.0000
C24 3.304 1.118 -1.158  0.0000
C25 3.877 1.645 0.246  0.0000
O23 2.476 4.132 -2.304  0.0000
C26 1.974 5.162 -3.053  0.0000
C27 2.061 6.517 -2.298  0.0000
H50 3.991 2.711 -6.554  0.0000
H51 5.228 1.598 -6.589  0.0000
H52 3.798 1.384 -5.433  0.0000
H53 5.686 2.305 -3.989  0.0000
H54 5.858 3.489 -5.375  0.0000
H55 2.215 1.087 -1.114  0.0000
H56 3.584 0.072 -1.288  0.0000
H57 4.029 2.724 0.248  0.0000
H58 3.250 1.584 1.136  0.0000
H59 4.859 1.177 0.311  0.0000
H60 2.692 5.357 -3.850  0.0000
H61 0.977 5.064 -3.482  0.0000
H62 1.275 6.545 -1.542  0.0000
H63 2.946 6.638 -1.674  0.0000
H64 1.794 7.288 -3.021  0.0000

As for the multiplicity: 5. As for the expectation value of S²: 6.006. Its charge is +1. The frontier orbital gap (spin up / spin down) comes out at 0.313 / 0.288 hartree.